Here is a molecular structure, C37H24BrClIN4O6Ti from OMol25. Energies are from ωB97M-V/def2-TZVPD.

## Properties
Net charge: -1
Energy above the lowest of the compared OMol25 structures with the same formula, charge and spin, kJ/mol: 186.79
⟨S²⟩: 2.02
HOMO-LUMO gap (alpha / beta), hartree: 0.1763 / 0.2558
Spin multiplicity: 3

XYZ file:
```
75
Properties=species:S:1:pos:R:3:forces:R:3:lowdin_spin:R:1
Ti -0.934 0.021 0.668 -0.588 0.397 0.890 1.19
O 2.438 5.443 3.515 -0.030 0.031 0.033 0.00
C 2.909 4.291 3.481 0.050 -0.005 -0.101 0.01
O 4.032 3.859 3.797 0.018 -0.023 0.052 0.01
C 1.931 3.217 2.946 -0.096 0.031 -0.008 0.06
C 0.633 3.574 2.543 0.058 -0.046 0.083 0.00
C -0.225 2.611 2.080 0.006 -0.068 0.103 0.05
N 0.160 1.312 1.934 0.159 0.017 -0.288 0.07
C 1.373 0.945 2.403 0.236 0.086 -0.196 0.07
C 2.281 1.889 2.903 -0.090 -0.032 0.098 0.00
C 1.651 -0.456 2.234 0.127 -0.098 -0.044 0.11
C 2.767 -1.098 2.791 -0.023 0.049 -0.010 0.01
C 2.958 -2.439 2.589 -0.005 -0.028 -0.005 0.09
C 2.010 -3.141 1.819 -0.019 0.025 -0.019 0.04
C 0.944 -2.461 1.300 -0.013 -0.034 -0.036 0.05
N 0.733 -1.134 1.477 -0.106 0.309 -0.176 0.10
C -1.667 2.810 1.870 -0.067 0.060 0.045 0.01
C -2.311 4.038 2.006 0.004 -0.053 -0.001 0.01
C -3.689 4.072 1.948 -0.024 0.005 -0.003 0.01
C -4.395 2.891 1.761 0.021 -0.030 0.000 0.01
C -3.681 1.722 1.590 -0.034 0.033 -0.005 0.01
N -2.351 1.680 1.638 0.235 -0.123 -0.274 0.01
H 0.354 4.612 2.660 -0.023 -0.005 -0.007 0.00
H 3.270 1.620 3.246 -0.006 0.006 0.014 0.00
H 3.462 -0.520 3.384 0.006 -0.005 0.003 0.00
H 3.811 -2.946 3.019 0.004 0.001 -0.002 0.01
H 2.103 -4.201 1.633 0.010 -0.003 0.005 0.00
H 0.204 -2.982 0.712 0.007 -0.023 0.019 0.00
H -1.735 4.938 2.165 0.003 0.002 0.001 0.00
H -4.212 5.014 2.053 0.001 0.001 0.000 0.00
H -5.475 2.875 1.718 -0.001 0.013 0.002 0.00
H -4.174 0.779 1.393 0.000 0.005 -0.005 0.00
O -2.098 1.435 -2.952 -0.037 -0.021 -0.188 0.00
Cl -2.279 1.645 -1.558 0.298 -0.254 0.203 0.00
O -2.954 2.865 -1.289 -0.072 0.168 0.003 0.00
O -2.969 0.520 -0.945 -0.045 -0.002 -0.018 0.00
O -0.947 1.667 -0.896 0.079 -0.127 -0.029 0.02
C -3.822 -2.106 3.388 -0.011 0.019 0.031 0.00
C -4.268 -3.117 2.540 -0.004 -0.004 -0.010 0.01
C -3.692 -3.261 1.293 -0.007 0.089 0.085 0.00
C -2.675 -2.383 0.891 0.037 -0.162 -0.164 0.01
C -2.252 -1.315 1.698 -0.050 -0.129 -0.330 0.00
C -2.847 -1.220 2.961 0.038 0.074 -0.019 0.01
C -1.954 -2.609 -0.390 -0.089 -0.278 0.119 0.01
C -2.009 -3.893 -1.011 0.069 0.201 -0.173 0.00
C -1.248 -4.143 -2.107 0.021 -0.015 0.027 0.01
C -0.432 -3.124 -2.651 -0.063 0.016 -0.033 0.00
C 0.362 -3.312 -3.803 0.020 0.020 -0.004 0.00
C 1.106 -2.280 -4.303 0.002 -0.071 -0.008 0.00
C 1.081 -1.023 -3.670 -0.054 0.091 0.020 0.00
C 0.336 -0.818 -2.541 0.012 -0.069 -0.027 0.00
C -0.436 -1.872 -2.004 -0.001 0.040 0.071 0.00
N -1.167 -1.656 -0.863 0.006 -0.014 0.261 0.01
H -4.257 -2.002 4.376 -0.002 -0.006 -0.001 0.00
H -5.061 -3.785 2.855 0.002 -0.007 -0.009 0.00
H -4.060 -4.040 0.639 0.006 -0.012 -0.016 0.00
H -2.546 -0.415 3.625 -0.005 -0.005 0.007 0.00
H -2.619 -4.667 -0.577 -0.003 -0.026 -0.005 0.00
H -1.248 -5.124 -2.571 -0.009 0.002 -0.006 0.00
H 0.360 -4.286 -4.279 0.010 0.009 -0.023 0.00
H 1.712 -2.420 -5.189 -0.008 -0.010 -0.008 0.00
H 1.657 -0.205 -4.086 -0.065 -0.035 -0.007 0.00
H 0.305 0.151 -2.063 -0.004 0.004 -0.039 0.00
Br 2.248 3.660 -2.645 0.002 -0.002 -0.003 0.00
C 3.196 2.187 -3.347 -0.050 0.011 0.017 0.00
C 3.549 2.223 -4.692 -0.031 0.019 0.027 0.00
C 4.224 1.160 -5.264 0.008 -0.040 0.001 0.00
C 4.548 0.052 -4.491 0.014 0.027 -0.040 0.00
C 4.194 0.017 -3.155 0.069 0.031 0.112 0.00
C 3.519 1.084 -2.564 0.018 -0.068 -0.112 0.00
I 2.986 0.924 -0.564 0.080 0.049 0.118 0.01
H 3.284 3.090 -5.281 -0.002 -0.001 -0.001 0.00
H 4.494 1.199 -6.311 0.001 -0.009 -0.001 0.00
H 5.073 -0.788 -4.928 0.000 0.002 -0.007 0.00
H 4.431 -0.850 -2.554 -0.001 0.004 0.007 0.00
```
Positions in Å, forces in eV/Å.

Here is a molecular structure, C37H24N10SeSr from OMol25. Energies are from ωB97M-V/def2-TZVPD.

## Properties
Energy above the lowest of the compared OMol25 structures with the same formula, charge and spin, kJ/mol: 0.00
HOMO-LUMO gap (alpha / beta), hartree: 0.1837 / 0.1837
Spin multiplicity: 1

XYZ file:
```
73
Properties=species:S:1:pos:R:3:forces:R:3:lowdin_charge:R:1
Sr 0.074 -0.380 0.923 0.027 -0.216 -0.270 1.31
C -2.404 -4.910 -3.873 0.004 0.009 0.007 -0.08
C -3.641 -4.313 -3.591 0.005 0.016 0.012 -0.08
C -3.729 -3.210 -2.759 -0.034 -0.018 -0.020 -0.02
C -2.555 -2.729 -2.195 0.045 -0.031 0.061 -0.11
C -2.267 -1.607 -1.300 -0.105 0.037 0.033 -0.29
N -0.965 -1.582 -1.011 0.269 0.338 0.047 0.03
C -0.319 -2.552 -1.742 -0.151 0.017 -0.004 -0.31
N 0.971 -2.720 -1.911 0.114 -0.103 -0.074 0.21
C 1.944 -1.897 -1.528 -0.008 0.093 -0.008 -0.31
C 3.318 -2.025 -1.980 0.045 0.004 0.041 -0.13
C 3.989 -2.993 -2.726 -0.015 -0.012 0.010 -0.04
C 5.331 -2.797 -2.986 0.011 0.013 0.001 -0.09
C 5.999 -1.645 -2.534 -0.018 0.000 -0.003 -0.09
C 5.333 -0.668 -1.823 0.014 0.003 -0.012 -0.02
C 3.983 -0.870 -1.541 0.000 -0.013 0.028 -0.13
C 2.986 -0.070 -0.849 0.018 0.085 0.016 -0.30
N 3.217 1.202 -0.455 0.081 -0.048 -0.044 0.20
C 2.308 2.054 -0.071 -0.108 0.047 0.057 -0.29
N 0.974 1.816 0.186 -0.131 -0.176 -0.093 0.01
C 0.333 2.985 0.323 0.216 -0.003 0.004 -0.29
N -0.978 3.212 0.421 -0.056 0.104 0.020 0.19
C -1.913 2.306 0.197 -0.154 -0.074 -0.025 -0.29
N -1.775 0.981 -0.027 0.249 -0.062 -0.060 0.01
C -2.973 0.465 -0.439 0.011 0.090 0.076 -0.29
N -3.218 -0.713 -0.949 -0.010 -0.093 -0.081 0.20
C -4.002 1.520 -0.338 0.026 -0.037 0.005 -0.11
C -5.360 1.527 -0.600 -0.032 0.019 -0.002 -0.01
C -6.039 2.727 -0.435 0.006 -0.029 -0.007 -0.08
C -5.370 3.887 -0.040 0.033 0.007 0.009 -0.08
C -4.002 3.880 0.201 -0.036 0.026 -0.004 -0.01
C -3.336 2.677 0.055 0.041 -0.038 0.018 -0.11
C 1.306 4.090 0.268 0.038 -0.074 0.013 -0.11
C 1.163 5.463 0.368 0.014 0.040 0.001 -0.01
C 2.307 6.238 0.244 -0.017 -0.016 0.002 -0.08
C 3.553 5.651 0.006 0.002 -0.019 0.000 -0.08
C 3.689 4.275 -0.113 0.012 0.025 -0.001 -0.01
C 2.549 3.503 0.033 -0.044 -0.023 0.016 -0.11
N 1.821 -0.738 -0.818 -0.341 0.092 0.116 0.03
C -1.321 -3.326 -2.472 -0.014 -0.002 0.068 -0.13
C -1.231 -4.418 -3.327 0.001 -0.011 -0.011 -0.03
H -2.372 -5.764 -4.537 0.006 -0.004 -0.006 0.10
H -4.538 -4.719 -4.041 -0.002 -0.004 -0.002 0.10
H -4.678 -2.733 -2.550 -0.001 0.007 0.006 0.11
H 3.461 -3.863 -3.093 -0.004 -0.023 -0.012 0.11
H 5.881 -3.533 -3.559 0.001 -0.007 -0.004 0.10
H 7.050 -1.521 -2.763 0.010 -0.003 -0.002 0.10
H 5.834 0.232 -1.491 -0.001 0.006 0.006 0.11
H -5.866 0.626 -0.922 -0.006 -0.007 -0.004 0.11
H -7.104 2.769 -0.621 -0.009 0.004 0.000 0.10
H -5.929 4.807 0.074 -0.007 0.005 -0.001 0.10
H -3.470 4.775 0.492 0.002 0.007 0.002 0.11
H 0.190 5.905 0.535 -0.006 0.005 0.002 0.11
H 2.237 7.315 0.325 0.002 0.006 -0.001 0.10
H 4.424 6.284 -0.092 0.005 0.006 0.001 0.10
H 4.647 3.814 -0.313 0.011 -0.001 -0.002 0.11
H -0.268 -4.856 -3.558 0.005 -0.013 -0.011 0.11
C 3.642 -3.367 1.280 0.007 0.058 -0.010 -0.01
N 2.549 -4.173 0.763 0.002 -0.034 -0.041 -0.11
C 2.673 -5.098 -0.253 -0.021 -0.027 0.028 -0.05
C 1.450 -5.621 -0.461 0.026 -0.023 0.030 -0.04
N 0.591 -5.015 0.431 0.019 -0.011 -0.084 -0.11
C -0.837 -5.275 0.509 -0.034 0.017 0.017 -0.01
C 1.266 -4.113 1.168 -0.053 0.081 -0.012 -0.72
Se 0.563 -3.054 2.527 0.021 0.011 0.194 0.57
H 4.545 -3.973 1.299 -0.004 0.006 -0.014 0.10
H 3.390 -3.046 2.287 0.000 -0.005 -0.004 0.06
H 3.800 -2.497 0.641 0.001 -0.007 0.022 0.09
H 3.614 -5.277 -0.739 0.015 -0.010 -0.012 0.13
H 1.106 -6.356 -1.165 -0.001 -0.007 -0.012 0.13
H -1.009 -6.335 0.335 0.003 0.007 -0.015 0.10
H -1.367 -4.687 -0.240 -0.009 0.001 -0.001 0.09
H -1.188 -5.001 1.500 0.012 -0.007 0.003 0.06
```
Positions in Å, forces in eV/Å.

Here is a molecular structure, C37H26N9OS3Tc from OMol25. Energies are from ωB97M-V/def2-TZVPD.

## Properties
Net charge: +1
⟨S²⟩: 3.79
HOMO-LUMO gap (alpha / beta), hartree: 0.1768 / 0.2296
Spin multiplicity: 4

XYZ file:
```
77
Properties=species:S:1:pos:R:3:forces:R:3:lowdin_spin:R:1
Tc 0.547 0.207 -0.185 -3.944 -1.813 -9.719 1.32
N 4.266 -0.646 -1.375 0.074 -0.583 0.333 0.03
C 3.089 -0.367 -0.750 0.628 0.496 0.283 0.07
S 1.754 -0.480 -1.909 6.713 0.822 -0.748 0.13
N 3.075 -0.141 0.554 1.200 -0.142 -0.766 0.03
N 1.829 0.066 1.051 4.631 0.238 0.241 0.21
C 1.395 0.508 2.169 -2.027 2.576 3.860 0.25
C 2.246 0.747 3.350 -0.121 0.010 0.114 0.02
C 2.144 1.926 4.093 0.256 -0.052 0.432 0.02
C 2.920 2.087 5.244 -0.015 -0.189 -0.234 0.00
C 3.797 1.077 5.646 -0.106 0.007 -0.194 0.02
C 3.912 -0.092 4.893 -0.169 0.142 -0.237 0.00
C 3.139 -0.256 3.744 0.314 0.121 0.195 0.02
C -0.121 0.704 2.192 2.345 1.741 2.070 0.08
C -0.825 0.694 3.392 -1.062 0.212 0.077 0.04
C -2.213 0.823 3.349 0.633 -0.011 0.249 0.06
C -2.860 0.942 2.121 0.040 0.152 -0.562 0.05
C -2.096 0.926 0.967 -0.947 1.015 1.186 0.05
N -0.759 0.814 0.968 -4.176 7.658 8.106 0.12
H 4.020 -1.122 -2.235 0.877 -0.005 -0.028 0.00
H 4.861 -1.175 -0.758 0.706 -0.059 -0.116 0.00
H 1.480 2.723 3.771 0.022 -0.139 0.035 0.00
H 2.848 3.004 5.821 0.001 -0.138 -0.095 0.00
H 4.404 1.206 6.538 -0.123 -0.010 -0.127 0.00
H 4.606 -0.873 5.189 -0.131 0.127 -0.012 0.00
H 3.231 -1.159 3.143 0.024 0.176 0.222 0.00
H -0.325 0.557 4.342 0.136 0.048 -0.143 0.00
H -2.789 0.812 4.270 0.097 -0.030 -0.134 0.00
H -3.939 1.032 2.062 0.171 -0.079 -0.094 0.00
H -2.545 0.999 -0.019 -0.271 0.034 -0.094 0.00
S -1.360 6.179 -3.485 -0.004 -0.073 -0.016 0.00
C -0.888 7.600 -2.671 0.245 -0.169 0.427 -0.01
C -0.215 7.324 -1.507 -0.232 -0.393 -0.397 0.00
C -0.088 5.920 -1.287 -0.237 -0.133 -0.399 -0.01
C -0.666 5.149 -2.286 0.250 0.231 0.422 0.00
C -0.734 3.674 -2.404 -0.267 -0.186 -0.318 0.00
C -0.172 2.848 -1.430 0.473 -0.544 0.945 0.08
N -0.181 1.490 -1.445 -0.401 4.016 -1.725 0.04
C -0.777 0.891 -2.477 -0.774 1.473 -1.538 0.03
C -1.384 1.603 -3.528 0.436 1.321 0.719 0.00
C -1.992 0.903 -4.582 -0.507 -2.455 -0.884 0.02
C -1.992 -0.490 -4.582 -0.483 2.461 -0.842 -0.01
C -1.384 -1.189 -3.528 0.447 -1.570 0.577 0.01
C -1.350 -2.594 -3.470 0.080 0.137 0.083 -0.01
C -0.733 -3.260 -2.402 -0.406 0.221 -0.649 0.01
C -0.170 -2.434 -1.427 -0.136 0.494 1.155 0.00
N -0.181 -1.076 -1.445 -4.578 -4.432 -1.676 0.03
C -0.777 -0.477 -2.477 -1.321 -1.476 -1.421 0.01
C -0.698 -4.739 -2.341 -0.045 -0.245 -0.125 0.00
C -1.215 -5.665 -3.237 0.215 0.228 0.365 0.01
C -0.991 -7.019 -2.849 0.211 0.498 0.355 0.00
C -0.305 -7.104 -1.663 -0.225 0.086 -0.415 0.01
S 0.061 -5.565 -1.029 -0.003 0.039 0.050 0.00
C -1.351 3.008 -3.472 0.085 0.095 0.175 0.06
H -1.127 8.570 -3.084 0.012 -0.136 0.020 0.00
H 0.170 8.088 -0.842 -0.041 -0.141 -0.075 0.00
H 0.414 5.510 -0.420 -0.035 0.004 -0.073 0.00
H 0.332 3.253 -0.557 -0.062 0.115 -0.184 0.01
H -2.466 1.438 -5.402 0.126 -0.019 0.216 0.00
H -2.466 -1.024 -5.402 0.120 0.007 0.220 0.00
H -1.815 -3.157 -4.275 0.070 0.065 0.125 0.00
H 0.334 -2.836 -0.553 -0.066 -0.114 -0.219 0.00
H -1.740 -5.399 -4.145 0.028 0.006 0.063 0.00
H -1.317 -7.884 -3.414 0.023 0.156 0.053 0.00
H 0.000 -7.997 -1.135 -0.031 0.134 -0.035 0.00
H -1.817 3.567 -4.279 0.062 -0.030 0.096 0.00
N 0.786 -2.095 2.541 1.890 -2.497 2.667 0.02
C -0.443 -1.882 1.959 1.742 -1.018 0.292 0.01
O -0.177 -1.046 1.069 -3.974 -6.036 -2.058 0.08
C -1.584 -2.495 2.351 -0.743 0.055 -0.249 0.02
C -2.831 -2.230 1.707 -1.422 -0.035 -0.484 0.00
N -3.889 -2.078 1.245 1.520 -0.007 0.436 0.02
C -1.592 -3.432 3.427 -0.099 -1.216 1.407 0.00
N -1.675 -4.205 4.295 0.175 1.236 -1.374 0.01
H 1.384 -2.244 1.725 0.188 -0.540 0.419 0.00
H 1.093 -1.146 2.760 -0.112 -0.758 0.920 0.01
H -1.121 0.207 -0.185 2.032 -1.185 -1.152 -0.01
```
Positions in Å, forces in eV/Å.

Number 1: molar mass 910.749 g/mol. Number 2: molar mass 775.249 g/mol. Number 3: molar mass 806.878 g/mol.